Below is 5 unconnected molecules or ions with the total composition C25H54F5N4O7S3, with properties calculated with ωB97M-V with the def2-TZVPD basis set.

The HOMO energy is -9.3 eV. The frontier orbital gap comes out at 6.858 eV. The total charge is +1. The LUMO energy comes out at -2.4 eV. The total energy is -93177.869 eV.

Last column: Mulliken charge in e.
Element x y z (Å)
S 5.7189 7.9101 -1.1558  1.08
S 7.5477 1.8122 -2.0651  1.16
S 4.8647 9.5796 0.3266  0.88
F 6.6348 3.3727 -0.0967  -0.18
F 5.1029 2.4468 -1.3305  -0.32
F 6.2480 4.1299 -2.1027  -0.19
F 6.9745 7.9884 -2.1073  -0.36
F 5.2759 9.9676 1.8563  -0.39
O 3.7436 8.7383 0.6833  -0.58
O 8.8375 2.4881 -1.9772  -0.66
O 4.4757 10.8451 -0.2450  -0.65
O 7.3905 0.6847 -1.1545  -0.67
O 4.6269 8.2283 -2.0369  -0.46
O 7.0744 1.6549 -3.4237  -0.67
O 5.7958 6.5677 -0.6556  -0.58
N 6.2438 9.0209 -0.0802  0.01
N 1.6150 4.9036 -2.2929  0.53
N 1.6877 11.7313 -2.6833  0.35
N 9.7249 7.8450 1.8383  0.58
C 1.5162 2.8838 -3.6399  -0.75
C 5.2125 11.9322 -4.2412  -1.63
C 1.5808 10.3674 -2.0546  0.22
C 10.8295 8.8465 1.7867  -0.78
C 10.3831 10.2985 1.6213  -0.52
C 6.3303 3.0423 -1.3509  0.54
C 0.7949 3.6426 -2.5451  -0.59
C 10.2357 6.6005 2.5766  -0.77
C 3.9087 11.3132 -3.7231  0.48
C 9.8487 10.6038 0.2113  -0.94
C 2.3159 5.1586 -3.6696  -0.34
C 2.6882 3.7834 -4.1552  -0.59
C 2.2713 4.4928 0.1204  -0.30
C 3.4406 4.1541 0.9965  -1.00
C -0.3042 11.7255 -1.3162  -0.72
C 0.7470 6.0458 -1.9480  -1.50
C 8.9211 5.8134 0.7311  -0.01
C 8.4829 8.2929 2.5361  -1.17
C 0.9470 11.8945 -4.0037  -0.80
C 2.7539 4.6380 -1.3308  -0.61
C 3.1224 12.2383 -2.8124  -0.79
C 0.9589 12.5440 -1.6143  -0.65
C 0.3131 10.3367 -1.1739  -0.52
C 9.5105 5.3300 2.0386  -0.85
C 9.4328 7.2364 0.4529  -0.88
H 5.7825 11.1366 -4.7173  0.42
H 4.0420 5.0321 1.2370  0.15
H 0.8809 2.5739 -4.4703  0.37
H -0.9893 11.7125 -2.1598  0.24
H 10.4409 7.1416 0.0543  0.50
H 7.8385 5.9182 0.7814  -0.25
H 10.2944 4.5817 2.0554  0.32
H 9.2259 5.1344 -0.0653  0.56
H -0.0619 4.0543 -3.0832  0.41
H 4.1115 3.4355 0.5253  0.16
H 1.2761 12.8099 -4.4830  0.24
H -0.1053 12.0448 -3.7809  0.38
H 10.4611 10.0922 -0.5377  0.31
H 11.6381 8.6119 1.0990  0.44
H 5.0246 12.6861 -5.0096  0.42
H 0.5268 3.1915 -1.5993  0.39
H 4.1495 10.3844 -3.1984  -0.16
H 3.4599 12.4712 -1.8068  0.48
H 8.8503 10.2050 0.0010  0.10
H 3.1270 5.8115 -3.3589  0.23
H 8.7325 5.1667 2.7828  0.40
H 1.4263 6.8957 -1.8117  0.59
H 3.3597 10.9684 -4.6014  0.33
H 1.5726 9.6398 -2.8660  0.37
H 10.2044 6.7692 3.6504  0.44
H 3.5983 3.3668 -3.7308  0.15
H 3.0760 13.1954 -3.3413  0.42
H 9.7998 11.6806 0.0682  0.43
H 1.5150 3.7027 0.0642  0.27
H 0.2534 5.8902 -0.9945  0.40
H 1.8829 1.9043 -3.3240  0.38
H 7.9523 9.0315 1.9414  0.33
H 1.1055 10.9486 -4.5063  0.33
H 8.7065 7.7973 -0.1203  0.33
H -0.3308 9.5065 -1.4573  0.30
H 0.7753 13.5452 -1.9994  0.40
H 3.4263 5.4955 -1.3544  0.21
H 0.0948 6.3843 -2.7492  0.45
H 7.8083 7.4526 2.6850  0.46
H 9.6082 10.7211 2.2592  0.32
H 1.5752 12.5436 -0.7165  0.45
H 3.1092 3.7177 1.9392  0.43
H 1.5286 5.5957 -4.2806  0.47
H 11.2953 8.7706 2.7739  0.45
H 1.7381 5.4118 0.3702  0.25
H 3.3185 3.7479 -1.6025  0.31
H 8.8462 8.6319 3.5047  0.37
H 11.2765 6.5454 2.2532  0.47
H 2.3805 10.1280 -1.3587  -0.67
H 0.6799 10.2077 -0.1562  0.44
H 2.7531 3.7806 -5.2401  0.48
H -0.7523 12.0245 -0.3734  0.41
H 5.8017 12.4320 -3.4734  0.36
H 11.3102 10.8714 1.6709  0.36


Below is a molecular structure, C41H51BrInN5O2Si4Te, with properties calculated with ωB97M-V with the def2-TZVPD basis set.

The HOMO energy is -7.5 eV. The frontier orbital gap comes out at 6.289 eV. The LUMO energy comes out at -1.2 eV. The total energy is -168909.296 eV.

Last column: Mulliken charge in e.
Element x y z (Å)
Te -0.3613 0.2717 -2.2764  -0.33
In 0.1084 -1.3710 0.0439  1.40
Br -3.3739 0.8470 0.3994  0.03
Si 0.6729 2.5501 -2.4945  -0.34
Si 1.7440 3.1700 -0.4560  0.25
Si 2.2768 2.3955 -4.2124  0.58
Si -1.1373 4.0294 -2.8722  0.80
O 0.0864 -3.4013 -0.0444  -0.75
O -2.5252 -5.7949 2.0914  -0.53
N 6.9144 -1.6145 7.9312  -0.53
N -2.1787 -3.6150 0.6330  -0.26
N -2.2547 -2.3007 0.3034  -0.09
N 0.2949 -0.5863 2.0767  0.40
N 2.2641 -1.6012 0.2489  0.20
C -0.5802 5.7643 -3.3001  -1.13
C -3.3656 -2.0147 -0.3530  -0.70
C 3.5545 -1.3465 3.8540  -0.79
C 0.0320 -6.1277 -0.5089  -0.33
C -0.9610 -8.2542 -0.1552  -0.36
C -6.3751 0.2438 -0.1376  0.54
C -7.1343 2.3230 -1.1279  -0.70
C 3.1343 2.0198 -0.0941  -0.59
C 3.1631 -1.7819 -0.7328  -0.56
C 2.5112 4.9251 -0.4983  -1.15
C 3.0617 4.1461 -4.4091  -1.15
C 1.2491 -0.9209 3.0443  -0.36
C 0.6660 -0.8046 4.3688  -0.27
C 1.3871 1.9672 -5.8021  -1.09
C 3.7072 -0.2724 4.7450  -0.29
C -2.2831 3.4576 -4.2450  -1.32
C -0.6130 -0.2456 4.2014  -1.73
C 4.4237 -0.4024 5.9104  -0.78
C -0.8352 -0.1999 2.7877  0.08
C 5.2237 -1.5123 6.0325  0.58
C 3.6578 1.1406 -3.8784  -0.97
C -0.7826 -5.5545 0.4544  0.08
C -4.1820 -0.7894 -0.1749  0.34
C -5.5366 -0.8701 -0.2847  -0.78
C -6.3203 1.2125 -1.1280  -0.16
C 6.1561 -1.5209 7.0615  -0.08
C 4.2756 -2.5146 4.0602  -0.71
C -1.8706 -7.7342 0.7759  -0.74
C 2.5818 -1.3047 2.7322  1.56
C 5.1873 -2.5665 5.1278  -0.89
C 4.5016 -2.0931 -0.2652  -1.41
C -8.0277 2.5174 -0.1037  -0.32
C -0.8081 -4.0786 0.7556  0.49
C -2.2080 4.0685 -1.3226  -0.40
C 0.0394 -7.4917 -0.7272  -0.83
C -8.2112 1.5443 0.8977  -0.53
C 3.0873 -1.6807 1.4869  0.42
C 0.4245 3.1630 0.8851  -0.82
C -7.4130 0.3987 0.8763  -0.45
C 4.3920 -2.1203 1.0938  -0.51
C -1.6997 -6.4079 1.1703  0.82
H -2.7344 -3.8859 1.4431  0.28
H -0.0534 5.6874 -4.2250  0.30
H -1.3797 -0.1741 4.9325  0.43
H -1.4774 6.4132 -3.4314  0.34
H 3.2658 0.1482 -3.5766  0.08
H -7.0178 3.0638 -1.9108  0.37
H 5.8726 -3.3871 5.2383  0.46
H -3.0020 -6.5447 2.5056  0.32
H 3.5666 4.9487 -0.1404  0.33
H -7.4191 -0.3238 1.7243  0.31
H 5.2944 -2.4052 -0.9250  0.45
H 0.5906 -5.4340 -1.1397  0.37
H -1.9475 2.5765 -4.7563  0.36
H -3.7372 -2.8022 -1.0154  0.44
H 4.1668 -3.3858 3.4220  0.70
H 4.2261 1.4521 -2.9984  0.28
H -2.2893 4.1760 -5.0372  0.40
H 3.5391 4.1430 -5.4002  0.37
H 3.9821 2.1982 -0.7735  0.29
H 2.1695 1.8831 -6.5424  0.39
H -0.6537 -3.9163 1.8680  0.11
H -1.7068 4.7617 -0.5858  0.23
H -2.7206 -8.3229 1.1811  0.25
H 2.4134 5.3574 -1.5461  0.22
H 4.3707 0.2921 6.7241  0.49
H 4.3741 1.0042 -4.6438  0.52
H -0.3051 2.4254 0.5670  -0.13
H -1.2124 -9.2964 -0.3975  0.32
H -2.4142 3.0314 -0.9527  -0.41
H -5.9681 -1.8774 -0.6229  0.28
H 3.3956 2.1077 0.9581  0.40
H -3.1854 4.5568 -1.6271  0.36
H 0.7550 2.8291 -6.1036  0.27
H -5.5388 1.0745 -1.8281  0.55
H 2.4185 5.0252 -4.2797  0.31
H -1.7494 -0.0146 2.2639  0.22
H 1.9075 5.6605 0.0567  0.38
H 3.7936 4.3306 -3.6304  0.33
H 3.1232 0.6398 4.6642  0.47
H 2.6227 1.0091 -0.2205  -0.20
H 2.9522 -1.5410 -1.7162  0.50
H 5.1373 -2.2921 1.8339  0.74
H 0.7717 1.0789 -5.8167  0.35
H 0.8882 -7.9498 -1.2409  0.36
H -8.5857 3.4228 -0.1163  0.40
H 0.0846 6.1691 -2.5429  0.29
H 0.7576 2.9261 1.8904  0.45
H -3.2643 3.2856 -3.8468  0.37
H -8.9801 1.6984 1.6968  0.32
H 1.2342 -1.1936 5.2097  0.65
H -0.0717 4.1099 0.9657  0.45


Below is a molecular structure, C26H39IN3PtSi, with properties calculated with ωB97M-V with the def2-TZVPD basis set.

The HOMO energy is -10.9 eV. The frontier orbital gap comes out at 6.896 eV. The total charge is +1. The LUMO energy comes out at -4.0 eV. The total energy is -51284.865 eV.

Last column: Mulliken charge in e.
Element x y z (Å)
Pt 0.0235 0.7172 -0.1772  1.39
I -3.9577 -0.0071 -4.5987  0.19
Si 0.6771 -1.5001 -0.3636  -2.37
N 0.5951 2.0616 1.6684  0.09
N -1.9894 1.1966 -0.9803  -0.12
N 0.9463 3.3444 -0.8239  -0.44
C -0.6109 6.0366 1.2202  -0.80
C 0.2628 2.2483 4.0370  -1.40
C -4.6176 0.7074 -1.7173  -0.19
C -2.2924 0.8452 -2.2419  -0.83
C 0.3891 4.0458 0.2606  0.60
C -0.0809 5.3248 0.1254  -0.63
C -0.6265 5.4792 2.4617  -0.87
C 0.4772 -1.9287 -2.2171  2.69
C 3.3967 -0.8132 -0.9140  -1.81
C -4.3057 1.1090 -0.4257  -0.90
C 1.3137 -3.1656 -2.5884  -1.70
C -1.9342 -2.1461 0.5967  -1.60
C -3.5921 0.5842 -2.6398  -0.20
C -0.4602 -2.5497 0.7739  2.56
C 0.9272 -0.7269 -3.0752  -1.58
C -0.1073 -2.3029 2.2512  -1.93
C -0.9903 -2.2385 -2.5487  -1.69
C 2.5173 -1.4491 0.1744  2.72
C -0.1779 4.1500 2.6393  0.80
C 3.0236 -2.8705 0.4676  -1.70
C -0.3094 -4.0510 0.4759  -1.59
C 0.5966 1.5358 2.8747  0.14
C 0.2733 3.3955 1.5284  0.04
C -2.9881 1.3323 -0.0923  -0.27
C -0.1535 3.5373 3.9117  -0.60
C 2.6926 -0.5855 1.4375  -2.06
H -0.4632 4.1069 4.7805  0.44
H 2.0110 -0.6193 -3.0942  0.33
H 3.4540 -1.4193 -1.8184  0.35
H 2.1545 -0.9868 2.2972  0.28
H 1.8651 2.9771 -0.6247  0.25
H 4.0891 -2.8225 0.7256  0.57
H -2.7062 1.6447 0.9050  0.46
H 2.9251 -3.5370 -0.3939  0.31
H 0.8877 -2.6693 2.5126  0.34
H 4.4193 -0.7121 -0.5293  0.57
H 0.8543 0.4886 2.9437  0.30
H -5.0819 1.2414 0.3169  0.44
H 2.3617 0.4438 1.2690  0.44
H -1.4780 0.7960 -2.9491  0.65
H 0.5168 0.2221 -2.7084  0.11
H 0.3139 1.7577 4.9998  0.46
H -1.1076 -2.3195 -3.6367  0.66
H -0.9693 6.0414 3.3235  0.40
H -1.6747 -1.4641 -2.1988  0.12
H 3.7556 -0.5467 1.7057  0.58
H 0.5913 -0.8629 -4.1101  0.50
H -5.6429 0.5039 -2.0014  0.42
H -2.3289 -2.4110 -0.3864  0.29
H -0.0126 5.8136 -0.8412  0.33
H 0.9708 3.8935 -1.6704  0.23
H 2.3850 -2.9975 -2.4652  0.31
H -2.0755 -1.0726 0.7454  0.22
H -0.1688 -1.2396 2.4997  0.29
H 1.0366 -4.0440 -1.9966  0.32
H -0.8271 -2.8303 2.8875  0.62
H -0.9677 7.0496 1.0726  0.40
H -0.6944 -4.3150 -0.5130  0.33
H 3.0462 0.1881 -1.1931  0.21
H -1.3128 -3.1881 -2.1167  0.30
H 1.1426 -3.4146 -3.6439  0.54
H 0.7301 -4.3870 0.5342  0.27
H 2.5058 -3.3297 1.3128  0.31
H -2.5417 -2.6675 1.3470  0.57
H -0.8812 -4.6285 1.2126  0.54


Below is C19H28N4O in the gas phase, with properties calculated with ωB97M-V with the def2-TZVPD basis set.

The HOMO energy is -7.7 eV. The frontier orbital gap comes out at 8.433 eV. The LUMO energy comes out at 0.7 eV. The total energy is -28166.736 eV.

Last column: Mulliken charge in e.
Element x y z (Å)
O -4.3581 -0.8193 1.8958  -0.65
N 3.2129 -0.1289 -0.0849  0.20
N 0.4114 0.8107 1.7276  -0.83
N -4.2396 0.5927 0.1076  -0.09
N 1.0295 2.1738 0.0745  0.28
C -6.3392 -0.4804 0.5913  -0.86
C -0.6806 1.0485 0.9369  0.33
C 2.7434 -1.3335 0.5810  -0.88
C 4.0338 -0.4750 -1.2295  -0.97
C 1.3965 1.4752 1.1916  0.64
C -1.2179 2.3115 -1.0808  -1.63
C -0.3030 1.9065 -0.1230  0.76
C 5.2256 -1.3787 -0.8894  -0.61
C -5.8442 -1.6202 -1.6321  -1.14
C 3.8126 0.8590 0.7916  -0.78
C -4.8776 -0.2602 0.9562  0.59
C 4.7250 -2.6483 -0.2051  -0.74
C 3.8717 -2.2801 1.0064  -0.65
C -1.9847 0.5847 1.0539  -0.39
C -6.4899 -1.7492 -0.2575  -0.30
C 1.8598 2.9792 -0.7712  -1.11
C 2.7736 1.4667 1.7550  -1.57
C -2.5091 1.8460 -0.9555  -0.68
C -2.8950 0.9947 0.0941  0.85
H -6.0146 -2.5246 -2.2115  0.36
H -7.5540 -1.9653 -0.3775  0.33
H 2.0917 -1.8520 -0.1301  0.39
H -6.0361 -2.5826 0.2815  0.30
H 5.7683 -1.6256 -1.8037  0.39
H 2.7238 0.8876 2.6768  0.39
H 2.1348 -1.0473 1.4382  0.44
H 5.9108 -0.8466 -0.2256  0.29
H -6.7484 0.3799 0.0581  0.31
H 4.1184 -3.2210 -0.9114  0.30
H 2.3816 2.3590 -1.5047  0.25
H -2.2732 -0.0681 1.8581  0.60
H -6.8925 -0.6127 1.5221  0.33
H 4.6488 0.4661 1.3928  0.40
H -4.7907 0.9768 -0.6470  0.17
H 1.2391 3.7041 -1.2975  0.42
H 3.0811 2.4838 2.0135  0.47
H -6.2700 -0.7818 -2.1817  0.28
H 5.5685 -3.2733 0.0975  0.36
H -0.9442 2.9613 -1.8990  0.31
H -3.2492 2.1415 -1.6869  0.34
H 3.4402 -3.1762 1.4543  0.39
H 4.2200 1.6452 0.1496  0.60
H 4.3842 0.4466 -1.7042  0.47
H -4.7701 -1.4731 -1.5441  0.29
H 3.3850 -0.9966 -1.9418  0.42
H 2.5944 3.5172 -0.1719  0.35
H 4.4956 -1.7976 1.7620  0.27


Below is 2 unconnected molecules or ions with the total composition C5H14, with properties calculated with ωB97M-V with the def2-TZVPD basis set.

The HOMO energy is -10.8 eV. The frontier orbital gap comes out at 11.877 eV. The LUMO energy comes out at 1.1 eV. The total energy is -5410.413 eV.

Last column: Mulliken charge in e.
Element x y z (Å)
C 0.3556 0.1611 1.2973  0.53
C -0.2111 -0.6568 2.5242  -1.11
C 1.8960 0.2454 1.3786  -1.34
C -0.3724 0.1638 -2.9349  -0.70
C -1.6730 0.0921 -2.1761  -0.70
H 2.3043 0.9322 0.6163  0.34
H 0.3981 0.1360 -2.0663  0.08
H 0.2752 -1.5805 2.5690  0.33
H -1.3711 -0.9121 2.5693  0.28
H -1.3691 -0.5774 -1.3347  0.15
H 0.0111 -0.1589 0.3117  -0.33
H -2.4076 -0.4366 -2.7287  0.34
H -0.2630 -0.5848 -3.6421  0.30
H 0.1133 1.3147 1.5798  0.18
H 2.3627 0.3987 2.3674  0.35
H 2.1783 -0.6180 0.9431  0.42
H -0.0990 -0.1052 3.4491  0.32
H -0.1444 1.0839 -3.3330  0.31
H -1.9602 1.0740 -1.8353  0.24